Density functional theory data (wB97M-V/def2-TZVPD) for a structure of composition C16H18ClMnN3S2 at a distorted geometry.

Geometry (Å):
1 Mn -0.33629 0.71340 0.40653
2 S 0.35999 2.12841 2.30785
3 C 1.99443 1.66574 2.02876
4 N 2.33809 0.71253 1.19911
5 C 3.71187 0.51458 1.19520
6 C 4.40761 -0.42794 0.43649
7 C 5.78433 -0.50265 0.54237
8 C 6.48731 0.34614 1.39795
9 C 5.81482 1.28086 2.16561
10 C 4.43307 1.35480 2.05693
11 S 3.32298 2.39938 2.89057
12 H 3.87712 -1.10374 -0.22276
13 H 6.32454 -1.23385 -0.04479
14 H 7.56424 0.27135 1.46583
15 H 6.35373 1.93718 2.83613
16 N -1.55942 -0.79599 -1.28413
17 C -0.70351 -1.50364 -2.21721
18 C 0.40665 -0.55115 -2.62922
19 N 0.98513 0.03588 -1.41318
20 H -2.25631 -1.37328 -0.82851
21 H -2.06907 -0.05329 -1.75415
22 H -1.21873 -1.87490 -3.10928
23 H -0.27026 -2.36985 -1.70985
24 H 0.00084 0.25744 -3.24048
25 H 1.15066 -1.07822 -3.23204
26 H 1.63308 0.78818 -1.62091
27 H 1.54912 -0.65968 -0.93184
28 Cl -3.55502 2.30063 -1.19939
29 C -4.19795 0.83179 -0.48280
30 C -5.26910 0.22734 -1.11703
31 C -5.77161 -0.96911 -0.63207
32 C -5.18037 -1.53040 0.49714
33 C -4.11727 -0.90964 1.12153
34 C -3.56303 0.30633 0.65796
35 C -2.41743 0.90334 1.27424
36 H -5.69688 0.69842 -1.99219
37 H -6.61070 -1.44698 -1.11858
38 H -5.56133 -2.46095 0.89985
39 H -3.67943 -1.35842 2.00604
40 H -2.16406 0.55507 2.27074
41 H -2.30185 1.97491 1.12358

The multiplicity is 6. As for the energy above the lowest of the compared OMol25 structures with the same formula, charge and spin: 1.230 eV. The orbital gap (alpha / beta) is 6.6 / 7.0 eV. As for the energy: -86868.746 eV. The value obtained for the HOMO energy (alpha / beta) is -6.469 / -7.036 eV. The expectation value of S² is 8.76.

Density functional theory data (wB97M-V/def2-TZVPD) for a structure of composition C16H18F10IN5O9P at a distorted geometry.

Geometry (Å):
1 N 2.58611 0.42444 0.30148
2 C 2.39906 -0.29960 -0.78314
3 O 1.93762 -1.17375 -1.91253
4 N 0.57355 -1.03253 -1.93537
5 N 0.17647 0.12095 -2.59349
6 N -1.20904 0.13947 -2.52662
7 C -1.64906 -1.10348 -1.73867
8 C -3.14294 -1.61426 -1.29074
9 C -3.88403 -0.34618 -0.49988
10 O -4.97587 -0.48832 0.28012
11 F -3.36143 1.06625 -0.62167
12 N -0.38825 -1.88380 -1.38960
13 P -0.17380 -3.41995 -0.50706
14 O -1.46826 -4.55194 -0.93478
15 I -0.36606 -3.05198 1.96175
16 H -3.13642 -2.50140 -0.50488
17 H -3.75834 -1.95248 -2.22848
18 H -2.17292 -4.56328 -0.21437
19 C -1.38294 -0.75151 -9.13996
20 C -0.11057 -1.30932 -8.53007
21 O 0.33136 -0.48063 -7.44380
22 C -0.26205 -0.71130 -6.22885
23 O -1.12686 -1.56261 -6.04073
24 C 0.33464 0.20004 -5.15718
25 F 0.48695 1.48658 -5.58266
26 F 1.57118 -0.21734 -4.76001
27 F -0.42591 0.26387 -4.02801
28 H -1.24163 0.29245 -9.43776
29 H -1.67910 -1.33320 -10.01747
30 H -2.20618 -0.76804 -8.41854
31 H 0.68820 -1.30356 -9.27908
32 H -0.23924 -2.34844 -8.20585
33 C 5.07830 1.51294 2.17283
34 C 4.06470 1.66874 3.29105
35 O 4.40825 0.82601 4.40181
36 C 5.33736 1.32941 5.27634
37 O 5.87069 2.42831 5.14990
38 C 5.57044 0.35712 6.43193
39 F 5.68791 -0.93688 6.01818
40 F 4.54580 0.37622 7.33233
41 F 6.70295 0.63121 7.13892
42 H 5.17809 0.46074 1.88750
43 H 4.77784 2.09117 1.29450
44 H 6.06982 1.85231 2.48929
45 H 3.07909 1.34543 2.94019
46 H 3.96663 2.71426 3.60526
47 C -4.71988 2.46527 3.71238
48 C -4.46760 1.28732 4.63480
49 O -3.27419 0.59031 4.24498
50 C -2.09292 1.10996 4.70976
51 O -2.01725 2.11222 5.41527
52 C -0.91343 0.24632 4.26482
53 F -0.99835 -0.13084 2.95716
54 F -0.82149 -0.90712 4.98737
55 F 0.28818 0.87546 4.39850
56 H -4.74608 2.13780 2.66808
57 H -5.66923 2.95091 3.95525
58 H -3.91951 3.20779 3.79312
59 H -5.29366 0.57330 4.55198
60 H -4.41672 1.59916 5.68438

The orbital gap is 7.2 eV. As for the energy: -87302.757 eV. The total charge is +1. The value obtained for the HOMO energy is -12.891 eV.

Density functional theory data (wB97M-V/def2-TZVPD) for a structure of composition C16H18F5N2O2S2SnTe2.

Geometry (Å):
1 Sn 1.22515 -2.25554 -1.93411
2 C 0.66885 1.37107 3.31216
3 C 1.40715 0.18025 2.71882
4 N 0.50880 -0.79169 2.05756
5 C 0.17486 -2.00505 2.81610
6 C -0.82320 -1.74129 3.93073
7 C 0.07900 -0.53073 0.84110
8 S -0.88949 -1.80334 0.02871
9 N 0.38090 0.61999 0.26952
10 C 0.66707 0.79432 -1.00598
11 O 0.99503 -0.15261 -1.81113
12 C 0.63117 2.16163 -1.54844
13 C 0.96408 2.37983 -2.88658
14 C 0.91052 3.65989 -3.40958
15 C 0.52822 4.72334 -2.60342
16 C 0.19962 4.51067 -1.27053
17 C 0.25169 3.23496 -0.74078
18 H 1.39473 2.08384 3.70175
19 H 0.01729 1.07301 4.13077
20 H 0.07169 1.87425 2.55546
21 H 1.92951 -0.37407 3.49725
22 H 2.14467 0.50146 1.98565
23 H 1.11313 -2.39397 3.21283
24 H -0.20963 -2.75946 2.13410
25 H -0.41504 -1.07395 4.68762
26 H -1.07699 -2.68079 4.42004
27 H -1.73986 -1.30327 3.53548
28 H 1.26673 1.54800 -3.50640
29 H 1.16905 3.83052 -4.44546
30 H 0.48954 5.72315 -3.01487
31 H -0.09481 5.34183 -0.64475
32 H 0.00302 3.05858 0.29599
33 F 5.51013 -2.20296 -0.06878
34 Te 4.46024 -1.70226 -1.49258
35 F 5.95617 -1.26241 -2.46338
36 F 3.44498 -1.21839 -3.03579
37 F 4.58621 -3.41307 -2.21050
38 F 4.43773 0.04207 -0.87128
39 O 2.84411 -2.09796 -0.66929
40 Te -2.02940 -0.68832 -1.84881
41 C -3.83998 -1.59283 -1.46511
42 C -4.90795 -1.02262 -0.81025
43 C -6.03210 -1.87002 -0.77171
44 C -5.80228 -3.06740 -1.39117
45 S -4.22673 -3.17694 -2.01820
46 H -4.88067 -0.03321 -0.37775
47 H -6.97335 -1.60786 -0.31360
48 H -6.48956 -3.89068 -1.50137

As for the energy above the lowest of the compared OMol25 structures with the same formula, charge and spin: 0.095 eV. The orbital gap is 8.0 eV. As for the energy: -79630.753 eV. The total charge is +1. The value obtained for the HOMO energy is -12.103 eV.

Density functional theory data (wB97M-V/def2-TZVPD) for the molecule C16H18N2O3S at a distorted geometry.

Geometry (Å):
1 C -6.41682 -1.11279 -0.52136
2 C -5.03614 -0.54889 -0.37652
3 C -4.78311 0.77856 -0.67741
4 C -3.51842 1.33140 -0.55413
5 C -2.47176 0.53489 -0.11766
6 C -2.71469 -0.80200 0.18793
7 C -3.97758 -1.35163 0.06492
8 C -4.20414 -2.79340 0.40240
9 H -3.27969 -3.26337 0.72666
10 H -4.94090 -2.88842 1.19932
11 H -4.58355 -3.33385 -0.46410
12 H -1.88525 -1.40458 0.52543
13 O -1.17709 0.95517 0.04926
14 C -0.87166 2.29873 -0.25733
15 C 0.62669 2.44186 0.00951
16 O 1.10025 2.88708 1.02171
17 O 1.30125 1.95188 -1.01806
18 N 2.71899 2.00710 -0.97347
19 C 3.30925 1.31212 -0.08250
20 N 2.76234 0.45254 0.79950
21 H 3.33704 0.04428 1.51524
22 H 1.76436 0.39083 0.90931
23 C 4.81395 1.43908 -0.05370
24 C 5.47351 0.10241 -0.01497
25 C 6.04241 -0.52521 1.05072
26 C 6.54245 -1.80980 0.73647
27 C 6.33705 -2.14084 -0.56208
28 S 5.53226 -0.89381 -1.43159
29 H 6.61005 -3.04382 -1.07065
30 H 7.03154 -2.45049 1.44793
31 H 6.12081 -0.08149 2.02831
32 H 5.11454 2.00485 -0.93571
33 H 5.09006 2.00774 0.83817
34 H -1.41531 2.98933 0.39893
35 H -1.07998 2.52035 -1.31103
36 H -3.37075 2.37114 -0.79917
37 H -5.59286 1.40760 -1.01885
38 H -6.42225 -1.94002 -1.23055
39 H -6.77941 -1.49328 0.43316
40 H -7.10746 -0.35127 -0.87410

As for the energy above the lowest of the compared OMol25 structures with the same formula, charge and spin: 2.894 eV. The orbital gap is 9.2 eV. As for the energy: -36840.765 eV. The value obtained for the HOMO energy is -8.405 eV. Its SMILES is Cc1ccc(OCC(=O)O/N=C(\N)Cc2cccs2)cc1C.